(1)
This record from OMol25 describes a 2-piece molecular cluster, CH4O4P2 overall at a distorted geometry. The level of theory is ωB97M-V/def2-TZVPD.

* energy above the lowest of the compared OMol25 structures with the same formula, charge and spin: 9.49 kJ/mol
* net charge: -2
* strongest force on any atom: 5.00 eV Å⁻¹
* total energy: -1024.25280 Eh
* multiplicity: 1

Bonds (Å) are listed after each position.
Geometry (Å):
1 C 1.020 -1.277 1.104  P7 1.735, H8 1.032, H9 1.110
2 O 3.931 -1.562 0.955  P7 1.511
3 O -2.009 3.618 -0.988  P6 1.473
4 O 2.497 -3.620 1.149  P7 1.497
5 O -1.255 1.206 -0.551  P6 1.463
6 P -2.181 2.165 -1.155  O3 1.473, O5 1.463, H10 1.407, H11 1.525
7 P 2.533 -2.126 1.071  C1 1.735, O2 1.511, O4 1.497
8 H 0.218 -1.916 1.221  C1 1.032
9 H 1.085 -0.232 0.733  C1 1.110
10 H -2.148 1.751 -2.500  P6 1.407
11 H -3.692 1.993 -1.039  P6 1.525

***

(2)
This record from OMol25 describes a single CH4OP2 molecule at a distorted geometry. The level of theory is ωB97M-V/def2-TZVPD.

* energy above the lowest of the compared OMol25 structures with the same formula, charge and spin: 42.29 kJ/mol
* strongest force on any atom: 4.44 eV Å⁻¹
* total energy: -798.39998 Eh
* multiplicity: 1

Bonds (Å) are listed after each position.
Geometry (Å):
1 C 0.016 0.003 -0.562  P3 1.787, H5 1.108, H6 1.026, H7 1.153
2 O -1.421 -1.825 -1.905  P3 1.468
3 P -0.828 -1.572 -0.586  C1 1.787, O2 1.468, P4 2.013
4 P -1.488 -1.807 1.302  P3 2.013, H8 1.448
5 H 0.245 0.409 0.443  C1 1.108
6 H -0.601 0.568 -1.155  C1 1.026
7 H 0.975 -0.105 -1.195  C1 1.153
8 H -0.308 -1.388 2.029  P4 1.448

***

(3)
This record from OMol25 describes a 2-piece molecular cluster, CH4OS overall at a distorted geometry. The level of theory is ωB97M-V/def2-TZVPD.

* energy above the lowest of the compared OMol25 structures with the same formula, charge and spin: 36.76 kJ/mol
* SMILES string: C=O.S
* strongest force on any atom: 1.05 eV Å⁻¹
* total energy: -513.88075 Eh
* multiplicity: 1

Bonds (Å) are listed after each position.
Geometry (Å):
1 C -2.327 -0.214 0.314  O2 1.188, H3 1.082, H4 1.110
2 O -2.053 -1.369 0.367  C1 1.188
3 H -3.270 0.138 -0.081  C1 1.082
4 H -1.603 0.589 0.566  C1 1.110
5 S 2.013 0.583 -0.362  H6 1.329, H7 1.307
6 H 0.691 0.617 -0.238  S5 1.329
7 H 2.197 1.610 0.425  S5 1.307

***

Question: Look up the energy above the lowest of the compared OMol25 structures with the same formula, charge and spin of the third one.
Answer: 36.76 kJ/mol

***

Question: Which value of strongest force on any atom does entry 3 give?
Answer: 1.05 eV Å⁻¹